Formula: C17H62N14O14
Source: OMol25
Level of theory: the ωB97M-V functional and the def2-TZVPD basis

```
! RIJCOSX wB97M-V def2-TZVPD def2/J DEFGRID3
* xyz 0 1
O -16.7990 4.5770 -19.1880
O -18.7940 9.1790 -21.6470
O -12.0960 8.8710 -22.3850
O -13.6140 11.2700 -21.6940
O -19.0160 11.4640 -20.3430
O -11.6280 3.2460 -19.3200
O -17.0850 5.0020 -24.1620
O -16.5960 6.6020 -14.6790
O -12.2880 10.6820 -17.0170
O -16.3190 9.5240 -16.8290
O -9.9770 5.7990 -20.4510
O -14.8200 6.4680 -20.0710
O -18.2380 8.2710 -18.4340
O -15.5530 8.9630 -25.7450
N -16.5330 4.9310 -21.9100
N -12.0880 6.8210 -20.2260
N -15.8920 4.3070 -17.0010
N -13.5780 9.7140 -24.6460
N -17.6890 7.7620 -23.1410
N -14.6050 7.5980 -13.9350
N -13.8420 12.1870 -23.8590
N -14.0130 13.6080 -22.1890
N -18.1290 3.6530 -22.6340
N -15.1810 8.9670 -23.3850
N -17.3680 5.8500 -17.2370
N -11.6230 5.6560 -22.0900
N -17.9710 7.0430 -21.0750
N -14.5500 6.4980 -15.7810
C -15.1210 8.8040 -19.9810
C -15.2800 6.8920 -14.8010
C -12.8150 2.6310 -19.6530
C -18.1420 7.9660 -21.9150
C -15.1080 7.4980 -19.1460
C -11.2360 6.1290 -20.9650
C -17.7310 11.3920 -19.7260
C -13.9430 3.5530 -19.7380
C -19.5730 8.8470 -18.2770
C -17.2530 4.5280 -22.9170
C -14.7940 9.1920 -24.6070
C -16.7080 4.8980 -17.8390
C -17.2530 10.2040 -15.9440
C -11.0290 8.4770 -23.2250
C -12.4870 9.5580 -17.8380
C -13.8820 12.3740 -22.5690
C -16.7180 11.5590 -20.8530
H -12.5450 5.7380 -22.4190
H -11.1270 4.9540 -22.6760
H -16.8260 12.5080 -21.2780
H -14.3320 7.4870 -18.3430
H -12.6200 8.6350 -17.2350
H -12.9980 9.7120 -25.5180
H -11.6010 9.3400 -18.3830
H -12.1600 8.1740 -21.6660
H -17.0090 11.2460 -15.7900
H -20.1850 8.6580 -19.1740
H -18.0250 7.3220 -20.0520
H -17.5790 10.4660 -19.1900
H -16.5640 4.4670 -20.9820
H -14.1710 14.5030 -22.7780
H -19.5380 9.9030 -18.2170
H -18.3970 3.2400 -21.6910
H -13.0210 9.6880 -23.7780
H -20.1370 8.3650 -17.4950
H -10.2970 7.8620 -22.7950
H -15.6750 11.5310 -20.4690
H -16.0650 7.4460 -18.6370
H -13.1280 6.7800 -20.1860
H -15.3080 3.4660 -17.3240
H -18.9230 10.7800 -20.9770
H -15.8740 8.7720 -20.8130
H -16.1210 8.4820 -23.3640
H -17.5450 6.1260 -21.4250
H -12.9190 10.5830 -16.2920
H -14.8410 3.0170 -19.6520
H -17.2120 9.6570 -14.9810
H -11.7380 7.0070 -19.2860
H -18.0660 6.3310 -17.6980
H -14.0580 13.7240 -21.2030
H -17.7320 8.6120 -17.6920
H -17.5420 12.2480 -19.1260
H -17.3060 6.8440 -23.4080
H -14.8250 9.3320 -22.4980
H -14.9990 7.8750 -13.0250
H -17.8590 8.5680 -23.8070
H -13.6230 7.7150 -13.9500
H -15.2440 5.6800 -19.6740
H -13.5440 6.4900 -15.8250
H -15.6250 5.4760 -22.0470
H -13.9780 4.2830 -18.9390
H -15.3870 9.6570 -19.3990
H -17.1950 6.1750 -16.2970
H -10.9780 2.5320 -19.1760
H -18.9670 3.6940 -23.2540
H -13.8920 4.0610 -20.7270
H -15.3840 9.5900 -16.5850
H -18.3030 10.2330 -16.3110
H -16.8840 10.8880 -21.6770
H -14.2050 8.9700 -20.5150
H -13.3380 9.7390 -18.4100
H -10.5040 9.3900 -23.5410
H -16.2210 4.2430 -16.0590
H -12.7480 2.0290 -20.5570
H -14.9990 5.9120 -16.4550
H -13.9950 12.9730 -24.5400
H -13.8330 11.1830 -24.2200
H -11.4230 7.9810 -24.1160
H -12.9420 1.8260 -19.0280
*
```

- Relative energy (zero: lowest compared OMol25 entry of this formula, charge and spin): 1.2 kcal per mole
- E_HOMO: -8.5 eV